A cluster of 2 separate species, C12H21N2 in total, computed with the ωB97M-V functional and the def2-TZVPD basis.

Positions of all 35 atoms, in Å:
C1 0.044 1.596 -2.588
N1 0.767 1.603 -1.311
C2 2.211 1.600 -1.354
C3 2.926 0.397 -1.374
C4 4.304 0.399 -1.399
C5 5.001 1.596 -1.406
C6 4.308 2.796 -1.386
C7 2.930 2.801 -1.360
C8 0.087 1.638 -0.142
H1 0.752 1.595 -3.414
H2 -0.581 0.709 -2.671
H3 -0.585 2.479 -2.679
H4 2.381 -0.530 -1.360
H5 4.846 -0.533 -1.405
H6 6.080 1.595 -1.425
H7 4.852 3.726 -1.384
H8 2.387 3.729 -1.335
H9 0.626 1.650 0.781
H10 -0.981 1.650 -0.117
C9 -4.865 -2.430 2.426
C10 -3.452 -1.894 2.606
C11 -2.593 -2.071 1.352
C12 -1.170 -1.548 1.514
N2 -0.367 -1.737 0.317
H11 -5.478 -2.302 3.323
H12 -5.377 -1.922 1.606
H13 -4.855 -3.496 2.188
H14 -3.481 -0.831 2.882
H15 -2.963 -2.391 3.455
H16 -2.561 -3.131 1.073
H17 -3.074 -1.569 0.504
H18 -1.192 -0.485 1.784
H19 -0.687 -2.062 2.355
H20 -0.802 -1.283 -0.478
H21 0.562 -1.342 0.421

Cartesian forces, eV/Å:
C -0.3 0.0 -0.6
N -2.3 0.2 3.7
C 1.8 0.0 0.4
C -1.1 0.2 0.0
C 0.2 0.2 0.0
C -0.1 0.0 0.0
C 0.2 -0.2 0.0
C -1.1 -0.2 0.0
C 2.6 -0.3 -3.8
H 0.1 0.0 0.2
H 0.0 -0.1 0.1
H 0.0 0.0 0.1
H -0.1 -0.3 0.0
H 0.0 -0.2 0.0
H 0.1 0.0 0.0
H 0.0 0.2 0.0
H -0.1 0.3 0.0
H 0.5 0.0 0.3
H -0.6 0.0 -0.4
C -0.1 -0.1 0.0
C 0.2 0.2 0.1
C 0.1 -0.1 -0.1
C -0.1 0.2 0.5
N 0.2 0.0 -0.4
H 0.1 0.0 -0.1
H 0.0 0.0 0.0
H 0.0 0.0 0.0
H -0.1 -0.1 -0.1
H -0.1 0.0 -0.2
H 0.1 0.1 0.1
H 0.0 0.1 0.0
H -0.3 0.1 0.3
H 0.0 0.0 -0.2
H -0.1 -0.1 -0.1
H 0.0 -0.2 0.1

Properties
Strongest force on any atom ... 4.6 eV/Å
ΔE to the lowest compared entry with this formula, charge and spin ... 25.23 kcal per mole
Charge ... +1
Calculated total energy ... -579.07047 a.u.



A cluster of 2 separate species, C12H21N2O7P in total, computed with the ωB97M-V functional and the def2-TZVPD basis.

Positions of all 43 atoms, in Å:
C1 0.596 -1.727 1.399
C2 1.632 -0.706 1.811
O1 1.472 0.483 0.994
P1 1.780 1.938 1.579
O2 2.435 1.926 2.894
C3 0.233 2.879 1.506
C4 -1.048 2.029 1.543
C5 -2.066 2.403 0.443
C6 -2.819 1.196 0.014
C7 -2.912 0.593 -1.164
C8 -3.703 -0.650 -1.001
O3 -4.049 -1.455 -1.803
O4 -4.023 -0.780 0.340
C9 -3.619 0.371 0.983
O5 -3.887 0.606 2.116
O6 2.599 2.615 0.391
C10 3.813 1.979 -0.055
C11 3.588 1.211 -1.344
H1 0.619 -2.564 2.098
H2 0.765 -2.090 0.386
H3 -0.404 -1.292 1.452
H4 2.642 -1.078 1.634
H5 1.536 -0.436 2.863
H6 0.276 3.508 0.616
H7 0.279 3.535 2.377
H8 -1.533 2.113 2.515
H9 -0.796 0.977 1.413
H10 -1.546 2.807 -0.427
H11 -2.768 3.154 0.810
H12 -2.459 0.885 -2.098
H13 4.204 1.337 0.739
H14 4.538 2.778 -0.204
H15 2.869 1.752 -1.961
H16 4.521 1.130 -1.901
H17 3.194 0.212 -1.157
N1 -1.537 -3.107 -2.667
C12 -0.968 -4.196 -2.066
N2 0.226 -4.603 -2.608
O7 -1.472 -4.764 -1.117
H18 -1.115 -2.633 -3.442
H19 -2.420 -2.778 -2.316
H20 0.667 -5.402 -2.192
H21 0.657 -4.158 -3.395

Cartesian forces, eV/Å:
C -0.1 0.2 0.1
C 0.0 0.0 -0.1
O 0.0 0.0 0.1
P 0.0 0.2 0.0
O 0.0 -0.1 0.0
C 0.0 0.0 0.2
C -0.1 0.0 0.0
C 0.1 -0.1 0.0
C -0.2 0.0 0.1
C 0.2 -0.1 0.0
C 0.1 0.1 0.3
O 0.0 -0.2 -0.2
O -0.3 0.2 -0.1
C 0.2 0.0 0.2
O 0.0 0.0 0.0
O -0.1 -0.1 -0.1
C 0.3 0.0 0.0
C -0.1 0.1 0.0
H 0.0 -0.1 -0.1
H 0.0 0.0 0.0
H 0.0 0.0 0.0
H 0.0 0.0 0.1
H 0.1 0.0 0.0
H 0.0 0.0 0.0
H 0.0 0.1 -0.1
H 0.0 -0.1 0.0
H 0.1 0.0 0.0
H -0.1 0.0 0.0
H 0.0 0.1 0.0
H -0.1 0.0 -0.1
H 0.0 0.0 0.0
H -0.1 0.1 0.0
H 0.1 0.0 0.0
H 0.0 -0.1 0.0
H 0.0 0.0 0.0
N 0.0 0.1 0.1
C 0.0 0.0 0.0
N 0.0 0.0 0.0
O 0.0 0.0 0.0
H 0.0 0.0 0.0
H 0.0 -0.1 -0.1
H 0.0 0.0 0.0
H 0.0 0.0 0.0

Properties
Strongest force on any atom ... 0.4 eV/Å
Charge ... 0
Calculated total energy ... -1447.54328 a.u.



A cluster of 3 separate species, C12H21N3 in total, computed with the ωB97M-V functional and the def2-TZVPD basis.

Positions of all 36 atoms, in Å:
C1 -4.126 -1.359 -1.345
C2 -4.751 -1.144 -2.726
C3 -4.363 0.159 -3.413
C4 -2.925 0.218 -3.668
N1 -1.797 0.259 -3.864
H1 -3.095 -1.000 -1.336
H2 -4.101 -2.420 -1.097
H3 -4.682 -0.859 -0.551
H4 -5.832 -1.296 -2.686
H5 -4.444 -1.976 -3.375
H6 -4.666 1.030 -2.831
H7 -4.872 0.219 -4.377
C5 3.409 -1.365 1.426
C6 4.407 -1.624 2.558
C7 4.085 -0.823 3.806
C8 3.809 0.587 3.508
N2 3.603 1.683 3.243
H8 3.558 -2.050 0.595
H9 3.515 -0.351 1.032
H10 2.374 -1.422 1.775
H11 5.417 -1.433 2.188
H12 4.397 -2.691 2.794
H13 4.865 -0.877 4.568
H14 3.198 -1.238 4.295
C9 -0.501 0.473 -0.389
C10 0.840 1.110 0.010
C11 0.712 2.498 0.607
C12 0.255 3.474 -0.401
N3 -0.143 4.239 -1.157
H15 -1.302 0.884 0.234
H16 -0.484 -0.606 -0.261
H17 -0.763 0.717 -1.417
H18 1.511 1.144 -0.856
H19 1.387 0.461 0.695
H20 1.614 2.876 1.081
H21 -0.108 2.505 1.335

Cartesian forces, eV/Å:
C 0.0 0.1 -0.1
C 0.1 -1.2 0.0
C -0.4 0.0 -0.1
C -0.2 0.2 0.1
N 0.3 -0.1 0.0
H 0.0 0.0 0.1
H 0.0 0.0 0.0
H 0.0 0.2 -0.1
H 0.0 0.5 0.1
H 0.2 0.2 0.0
H 0.1 0.0 0.0
H 0.0 0.1 0.0
C 0.0 0.4 0.1
C 0.0 -0.5 -0.8
C -0.2 0.1 0.5
C 0.2 -0.3 0.1
N -0.1 0.2 -0.1
H -0.1 -0.1 0.0
H 0.2 -0.1 0.0
H 0.0 -0.3 0.0
H 0.0 0.2 0.2
H -0.1 0.1 0.2
H 0.1 0.1 -0.2
H -0.1 0.1 -0.1
C 0.0 0.6 0.1
C 0.6 -0.7 -0.4
C -0.9 0.5 -0.3
C 0.2 -0.1 0.2
N 0.0 0.1 -0.2
H 0.0 -0.2 0.1
H 0.0 -0.1 -0.1
H 0.0 -0.1 0.0
H -0.2 0.1 0.0
H -0.3 0.1 0.3
H 0.1 -0.1 0.0
H 0.3 -0.1 0.3

Properties
Strongest force on any atom ... 1.2 eV/Å
ΔE to the lowest compared entry with this formula, charge and spin ... 6.91 kcal per mole
Charge ... 0
Calculated total energy ... -634.07653 a.u.



A cluster of 2 separate species, C12H21N3O2 in total, computed with the ωB97M-V functional and the def2-TZVPD basis.

Positions of all 38 atoms, in Å:
C1 2.763 2.397 -0.321
C2 2.990 0.803 0.117
O1 3.105 0.554 1.423
N1 3.094 -0.193 -1.014
C3 4.467 -0.223 -1.649
C4 2.577 -1.565 -0.653
C5 1.059 -1.889 -1.271
C6 -0.031 -1.368 -0.124
C7 -1.476 -1.220 -0.917
C8 -2.301 0.145 -0.538
C9 -2.123 0.550 1.074
N2 -1.838 1.125 2.224
C10 -2.027 1.414 -1.541
C11 -0.510 1.387 -2.243
N3 0.535 1.314 -3.028
H1 1.958 2.533 -1.164
H2 3.801 2.719 -0.814
H3 2.614 3.105 0.603
H4 5.102 -1.178 -1.416
H5 5.059 0.715 -1.207
H6 4.326 0.007 -2.793
H7 2.596 -1.826 0.486
H8 3.287 -2.364 -1.184
H9 0.913 -3.028 -1.534
H10 0.941 -1.214 -2.234
H11 0.400 -0.332 0.261
H12 -0.098 -2.191 0.706
H13 -1.332 -1.323 -2.095
H14 -2.166 -2.136 -0.589
H15 -3.460 -0.121 -0.646
H16 -2.853 1.347 -2.398
H17 -2.214 2.415 -0.930
C12 -5.171 -0.263 4.248
O2 -4.017 0.369 4.772
H18 -5.695 -0.773 5.060
H19 -5.830 0.488 3.807
H20 -4.875 -0.994 3.492
H21 -3.572 0.813 4.030

Cartesian forces, eV/Å:
C 1.4 -0.5 -0.6
C 0.6 0.6 4.7
O -0.9 0.7 -7.6
N 0.0 -0.2 2.7
C 0.7 2.1 -0.2
C 0.0 -2.5 -0.9
C 0.5 1.3 0.9
C 0.5 -0.3 -2.0
C -0.3 -0.7 0.9
C -0.9 -0.6 0.7
C 2.7 4.9 7.0
N -2.9 -5.6 -10.8
C 0.3 0.2 0.1
C 5.9 -0.6 -5.9
N -9.7 0.7 7.5
H 1.5 -0.5 1.8
H -2.2 -0.7 1.0
H 0.1 -1.8 -1.8
H -1.4 1.7 -0.5
H -1.0 -2.1 -1.1
H 0.5 -0.9 2.1
H 0.0 0.8 -2.0
H -1.4 1.8 1.2
H 0.4 2.3 0.6
H 0.2 -1.5 1.9
H -1.2 -2.2 -0.6
H 0.1 1.9 -1.4
H -0.3 0.6 2.6
H 1.5 2.0 -0.7
H 2.5 0.8 0.3
H 2.2 0.2 1.7
H 0.8 -2.1 -1.6
C 0.2 0.2 -0.1
O 0.2 0.2 -0.2
H 0.1 0.1 -0.1
H -0.2 -0.2 -0.1
H -0.2 -0.1 -0.1
H 0.0 -0.2 0.4

Properties
Strongest force on any atom ... 12.5 eV/Å
ΔE to the lowest compared entry with this formula, charge and spin ... 262.34 kcal per mole
Charge ... 0
Calculated total energy ... -784.24842 a.u.



A structure of composition C12H21N3OS2, computed with the ωB97M-V functional and the def2-TZVPD basis.

Positions of all 39 atoms, in Å:
C1 -5.870 -2.280 -2.838
C2 -5.296 -0.904 -2.524
C3 -4.655 -0.859 -1.140
C4 -4.076 0.517 -0.820
C5 -3.437 0.556 0.565
C6 -2.822 1.908 0.887
H1 -2.416 1.922 1.897
H2 -3.545 2.713 0.762
S1 -1.444 2.344 -0.230
C7 -0.206 1.308 0.395
N1 -0.390 0.513 1.411
S2 0.996 -0.315 1.741
C8 1.783 0.502 0.422
N2 1.013 1.335 -0.202
N3 3.089 0.248 0.116
C9 3.784 -0.674 0.850
O1 3.242 -1.251 1.770
C10 5.200 -0.920 0.406
C11 5.258 -2.134 -0.536
C12 4.551 -1.884 -1.862
H3 3.486 -1.719 -1.715
H4 4.669 -2.746 -2.514
H5 4.973 -1.018 -2.368
H6 6.307 -2.370 -0.724
H7 4.806 -2.989 -0.032
H8 5.604 -0.039 -0.095
H9 5.797 -1.133 1.293
H10 3.495 0.744 -0.665
H11 -4.193 0.341 1.325
H12 -2.663 -0.209 0.642
H13 -4.870 1.267 -0.874
H14 -3.325 0.777 -1.569
H15 -3.859 -1.606 -1.086
H16 -5.403 -1.120 -0.387
H17 -4.548 -0.642 -3.276
H18 -6.093 -0.158 -2.577
H19 -5.088 -3.035 -2.811
H20 -6.631 -2.551 -2.110
H21 -6.323 -2.291 -3.827

Cartesian forces, eV/Å:
C 0.0 0.3 -0.1
C 0.0 -0.3 0.2
C 0.0 0.4 -0.3
C 0.0 -0.4 0.3
C -0.1 0.2 -0.3
C 0.5 -0.1 -0.1
H -0.1 0.1 0.0
H 0.0 0.1 0.0
S -0.4 0.4 -0.1
C -0.2 -0.5 0.7
N -0.4 0.1 0.1
S -0.1 0.4 -0.4
C -0.6 -0.5 0.8
N 0.7 0.2 -0.6
N 0.1 0.3 -0.3
C 0.6 0.2 -0.2
O 0.3 -0.2 0.1
C 0.0 -0.4 0.1
C 0.0 0.2 -0.1
C 0.1 -0.2 0.1
H -0.1 0.0 -0.1
H 0.0 0.0 -0.1
H 0.0 0.1 -0.1
H 0.0 0.0 0.1
H 0.1 0.0 0.0
H 0.0 0.0 0.0
H -0.1 0.1 0.0
H 0.0 -0.1 0.1
H 0.0 -0.1 0.0
H -0.1 0.0 0.1
H 0.0 0.1 -0.1
H 0.0 0.0 0.0
H 0.0 -0.1 0.1
H 0.0 -0.1 0.1
H 0.0 0.1 0.0
H 0.0 0.1 0.0
H 0.0 -0.1 0.0
H -0.1 -0.1 0.1
H -0.1 -0.1 -0.1

Properties
Strongest force on any atom ... 1.1 eV/Å
ΔE to the lowest compared entry with this formula, charge and spin ... 0.00 kcal per mole
Charge ... 0
Calculated total energy ... -1505.77958 a.u.



A structure of composition C12H21N3OS2, computed with the ωB97M-V functional and the def2-TZVPD basis.

Positions of all 39 atoms, in Å:
C1 -6.727 -1.497 -0.903
C2 -5.860 -0.691 0.057
C3 -4.448 -0.490 -0.487
C4 -3.575 0.319 0.469
C5 -2.165 0.516 -0.083
C6 -1.307 1.312 0.885
H1 -1.184 0.785 1.830
H2 -1.727 2.301 1.065
S1 0.367 1.626 0.231
C7 1.088 0.073 0.459
N1 0.453 -0.934 0.997
S2 1.447 -2.237 1.075
C8 2.754 -1.303 0.332
N2 2.375 -0.095 0.074
N3 3.964 -1.865 0.103
C9 5.111 -1.339 -0.493
O1 6.056 -2.075 -0.632
C10 5.077 0.108 -0.875
C11 5.336 0.988 0.357
C12 5.251 2.463 -0.007
H3 5.973 2.711 -0.782
H4 5.457 3.079 0.865
H5 4.255 2.702 -0.370
H6 4.591 0.765 1.122
H7 6.323 0.757 0.761
H8 5.860 0.280 -1.615
H9 4.104 0.364 -1.293
H10 4.060 -2.839 0.370
H11 -1.701 -0.458 -0.249
H12 -2.213 1.039 -1.041
H13 -3.516 -0.197 1.430
H14 -4.036 1.294 0.643
H15 -4.502 0.024 -1.450
H16 -3.986 -1.465 -0.659
H17 -6.321 0.284 0.231
H18 -5.806 -1.208 1.018
H19 -7.727 -1.629 -0.498
H20 -6.809 -0.988 -1.862
H21 -6.293 -2.480 -1.074

Cartesian forces, eV/Å:
C 0.0 0.1 0.2
C 0.1 -0.1 -0.3
C -0.2 0.2 0.5
C 0.2 -0.2 -0.4
C -0.2 0.1 0.2
C 0.4 -0.1 -0.3
H -0.1 0.1 0.1
H 0.0 0.0 0.1
S -0.3 0.5 0.0
C -0.6 -0.8 0.5
N -0.6 0.3 0.1
S 0.8 0.4 -0.4
C -1.0 -0.5 0.5
N 0.7 0.3 -0.3
N 0.2 -0.6 0.2
C 0.1 0.2 -0.2
O 0.2 -0.1 0.0
C 0.2 0.2 0.0
C -0.1 0.1 -0.2
C 0.0 -0.2 0.2
H 0.1 0.1 -0.1
H 0.0 0.1 0.0
H -0.1 0.1 -0.1
H 0.1 0.0 0.1
H 0.0 -0.1 0.0
H 0.0 -0.1 0.0
H 0.1 0.0 -0.1
H 0.1 0.2 -0.1
H 0.0 0.0 -0.1
H 0.0 0.0 0.0
H 0.0 0.0 0.1
H -0.1 0.0 0.1
H 0.0 0.0 -0.1
H 0.0 0.0 -0.1
H 0.0 0.0 0.1
H 0.0 0.1 0.1
H -0.1 -0.1 0.0
H 0.0 0.0 -0.1
H 0.0 -0.1 -0.1

Properties
Strongest force on any atom ... 1.2 eV/Å
ΔE to the lowest compared entry with this formula, charge and spin ... 3.89 kcal per mole
Charge ... 0
Calculated total energy ... -1505.77338 a.u.



Question: Among the records above, which one has the highest charge?
Answer: C12H21N2



Question: Among the records above, which one has the lowest calculated total energy?
Answer: number 5



Question: Which formula does entry 1 have?
Answer: C12H21N2